DFT (ωB97M-V with the def2-TZVPD basis set) results for an isolated molecule of C23H30N4O3S in a non-equilibrium geometry.

```
61
Properties=species:S:1:pos:R:3
C -1.72 -2.57 -3.07
C -2.39 -1.34 -2.49
O -1.44 -0.67 -1.67
C -1.62 0.64 -1.39
C -2.85 1.29 -1.52
C -2.97 2.64 -1.22
C -1.87 3.36 -0.80
C -0.65 2.72 -0.67
C -0.51 1.37 -0.94
C 0.87 0.76 -0.75
N 1.38 0.99 0.60
C 0.63 1.05 1.71
O 1.07 1.36 2.81
C -0.82 0.67 1.63
C -1.88 1.47 1.98
S -3.30 0.54 1.90
N -2.44 -0.80 1.47
N -1.21 -0.59 1.38
H -1.88 2.51 2.26
C 2.80 1.28 0.78
H 3.01 0.98 1.82
C 3.74 0.57 -0.19
C 4.11 1.59 -1.30
C 3.50 2.94 -0.88
H 4.20 3.76 -1.02
H 2.61 3.16 -1.47
C 3.13 2.77 0.60
H 2.30 3.41 0.91
H 3.99 3.01 1.22
H 3.73 1.26 -2.26
H 5.19 1.67 -1.38
H 4.64 0.27 0.35
H 3.29 -0.33 -0.61
H 1.53 1.31 -1.43
C 1.02 -0.71 -1.21
O 1.36 -0.96 -2.35
N 0.88 -1.61 -0.23
H 0.41 -1.34 0.62
C 1.00 -3.04 -0.43
H 1.11 -3.21 -1.51
C 2.18 -3.59 0.37
C 1.63 -3.64 1.80
H 2.18 -4.34 2.42
C 0.16 -4.03 1.64
H -0.47 -3.46 2.32
H 0.02 -5.09 1.88
C -0.21 -3.76 0.17
H -0.38 -4.70 -0.36
H -1.11 -3.15 0.09
H 1.72 -2.65 2.26
H 3.07 -2.96 0.28
H 2.42 -4.59 0.02
H 0.21 3.28 -0.35
H -1.95 4.42 -0.59
H -3.93 3.11 -1.31
H -3.72 0.74 -1.83
H -2.71 -0.67 -3.30
H -3.27 -1.62 -1.88
H -0.77 -2.28 -3.52
H -2.36 -3.02 -3.82
H -1.52 -3.30 -2.29
```

As for the largest force on an atom: 0.032 Eh/bohr. The SMILES is CCOc1ccccc1[C@H](C(=O)NC1CCCC1)N(C(=O)c1csnn1)C1CCCC1. As for the spin multiplicity: 1. Its charge is 0. For the energy above the lowest of the compared OMol25 structures with the same formula, charge and spin, the calculation gives 2.648 eV. As for the orbital gap: 8.842 eV.

Electronic structure analysis, Mulliken charges in units of e: -1.073 -0.722 0.194 -0.302 -0.591 -0.759 -0.969 0.134 -0.294 0.720 0.392 0.344 -0.684 -0.133 -0.136 0.031 -0.983 0.830 0.506 -0.298 0.902 -0.172 -0.961 -0.565 0.528 0.143 -1.173 0.360 0.483 0.330 0.396 0.472 -0.121 0.249 -0.502 -0.724 0.707 0.196 -0.532 0.894 -0.926 -0.594 0.444 -0.912 0.282 0.411 -0.742 0.532 0.126 0.135 0.323 0.385 0.326 0.434 0.428 0.484 0.562 0.341 0.269 0.466 0.112